{
  "formula": "C35H50BrCl29FNO8PS",
  "method": "ωB97M-V/def2-TZVPD",
  "species": ["Br", "Cl", "Cl", "Cl", "Cl", "Cl", "Cl", "Cl", "Cl", "Cl", "Cl", "Cl", "Cl", "Cl", "Cl", "Cl", "Cl", "Cl", "Cl", "Cl", "Cl", "Cl", "Cl", "Cl", "Cl", "Cl", "Cl", "Cl", "Cl", "Cl", "S", "P", "F", "O", "O", "O", "O", "O", "O", "O", "O", "N", "C", "C", "C", "C", "C", "C", "C", "C", "C", "C", "C", "C", "C", "C", "C", "C", "C", "C", "C", "C", "C", "C", "C", "C", "C", "C", "C", "C", "C", "C", "C", "C", "C", "C", "C", "H", "H", "H", "H", "H", "H", "H", "H", "H", "H", "H", "H", "H", "H", "H", "H", "H", "H", "H", "H", "H", "H", "H", "H", "H", "H", "H", "H", "H", "H", "H", "H", "H", "H", "H", "H", "H", "H", "H", "H", "H", "H", "H", "H", "H", "H", "H", "H", "H", "H"],
  "coordinates": [[-3.47912, -1.14867, -2.69029], [-4.02281, -0.62915, -13.04360], [8.99919, 3.12383, 4.21111], [0.17610, 7.39294, -1.09157], [-1.76268, -5.10139, 3.42402], [-10.04930, -0.12773, 1.57309], [0.99652, -4.21698, -10.41949], [-15.40769, -0.49934, -0.49309], [-12.59249, -1.18757, -0.75221], [-1.93128, -3.68724, -7.73101], [6.18815, 2.77511, 4.87527], [-1.69620, -1.77476, -5.55179], [-0.59039, -3.61044, -12.78166], [-7.29179, -0.97699, -3.40615], [0.29661, -1.46013, -11.03397], [-0.86086, 4.75519, -0.43394], [-1.69202, -0.37061, -14.76618], [-4.00995, 1.98635, 5.36990], [-0.04937, -6.87022, 1.87445], [7.96817, 0.47373, 4.82869], [-2.65869, 1.93118, -13.27163], [-2.79896, -7.63533, 2.43862], [-4.24187, -3.08660, -6.06858], [-8.90721, -3.32156, -4.00634], [-13.40783, 0.95600, 1.03920], [-7.67595, -1.81208, -6.16675], [-1.62225, 5.00679, 3.33027], [-2.62906, 7.06601, -0.39488], [-8.74854, 2.12236, 2.88100], [-10.32861, 0.24555, 4.44479], [0.42704, 1.56044, 4.56074], [-5.02746, 1.33681, 2.19456], [-0.38684, 1.39659, 6.05470], [0.81517, -0.47755, -3.78154], [1.66723, 0.75444, 4.71386], [12.11828, 2.53146, 0.32073], [-0.64926, -1.83482, -1.17164], [-0.73205, 0.99890, -2.69779], [0.68204, 3.02234, 4.22080], [-0.95196, -3.21471, 0.65311], [-5.82329, 0.39714, 3.16689], [-2.21104, 1.41384, 3.27898], [-13.85475, -0.61040, 0.34730], [-0.81558, 0.89460, 3.31169], [-2.83076, -0.31431, 1.30737], [6.34270, -2.20565, 1.95595], [2.47476, -3.09618, 2.76114], [-0.98094, 6.49155, -0.10382], [0.21162, -0.09971, -2.74254], [-7.50501, -2.35877, -4.49303], [12.53479, 3.78178, 0.98660], [-3.51820, 1.36480, -1.04815], [-1.70315, -6.28595, 2.10965], [-0.34902, -0.22990, 2.28686], [6.86318, -0.92219, 1.08048], [-0.23237, -3.14801, -11.11205], [-3.10811, 3.87877, 3.33372], [10.78872, 2.24975, 0.85069], [-4.25624, 4.69538, 4.15040], [0.44974, -0.89695, -1.35522], [-1.37197, -0.87170, 1.23734], [-9.25532, 0.43423, 3.05126], [10.31858, 0.75592, 0.46247], [-0.97586, -2.03483, 0.20403], [-4.12223, -0.12751, -1.07434], [-2.69727, 2.51819, 4.16823], [8.47350, -1.02371, 0.93507], [4.72910, -2.24700, 1.76198], [1.32876, -2.03396, 3.22923], [3.91740, -2.47870, 3.15357], [-3.91447, -0.97331, 0.29978], [7.83646, 2.20405, 5.17709], [-2.46045, 0.17234, -13.26779], [1.13917, -0.82207, 2.18373], [-3.20365, 0.85397, 2.33688], [9.08730, 0.38077, 1.47246], [-2.48038, -3.26233, -6.10391], [6.55683, 0.00368, 1.69181], [-3.59514, 1.76326, -2.13935], [-3.98731, 4.80853, 5.27396], [-13.95544, -1.32803, 1.16029], [8.86883, -1.89569, 1.59187], [-4.97151, -1.05596, 0.78095], [-1.88036, 2.94106, 4.87994], [6.30264, -0.85586, 0.07095], [-4.35278, 5.78719, 3.76047], [-8.36709, -0.17458, 3.21692], [-2.20217, -4.06871, -5.42675], [11.15386, -0.02790, 0.65309], [2.37887, -3.40030, 1.65861], [8.33603, 1.25716, 1.36902], [6.79059, -3.18313, 1.52164], [11.55642, 4.33767, 1.28263], [0.59757, -0.14535, -0.50059], [-5.28931, 4.19908, 4.08998], [-4.18550, 2.09090, -0.42991], [4.42345, -3.02942, 0.96711], [1.89876, 0.04883, 2.32857], [9.88270, 0.69094, -0.60459], [13.17282, 4.38409, 0.24968], [1.47324, -1.72083, 4.32072], [-2.02738, -5.79640, 1.19239], [8.06606, 2.36022, 6.23017], [-5.26708, -0.01337, -1.24633], [3.79379, -1.49089, 3.75413], [6.65240, -2.10459, 3.06056], [8.71274, -1.19291, -0.18719], [-0.40404, 1.65772, -2.03649], [9.43658, 0.25383, 2.57300], [9.98581, 2.98854, 0.44574], [-3.40677, 3.65486, 2.24831], [-0.73992, 6.65801, 0.94517], [2.32121, -4.05882, 3.38835], [-1.81395, -0.09795, -12.43396], [0.33333, -2.64204, 3.20452], [4.39149, -1.20915, 1.36723], [1.45175, -1.47906, -1.44532], [-5.59773, 1.07289, 0.88253], [10.78729, 2.32806, 2.01334], [-1.14451, -3.24871, -10.52551], [-5.35982, 2.68194, 2.51213], [-6.61764, -2.98696, -4.42624], [-3.65002, -2.04722, -0.01615], [1.40285, -1.24960, 1.13709], [13.11184, 3.49458, 1.95243], [4.42431, -3.22855, 3.86097], [-2.40638, 1.43281, -0.77268]],
  "atomic_forces_ev_per_a": [[-0.4101, 0.7690, 1.2231], [0.1429, 0.0280, 0.0368], [-0.1256, -0.0748, 0.1428], [-0.1680, -0.1856, 0.1882], [-0.0198, 0.0041, -0.0386], [0.1959, 0.0452, 0.1306], [-0.1580, 0.1146, -0.0073], [0.1754, -0.0517, 0.1164], [-0.0504, -0.0033, 0.0861], [-0.0356, -0.0232, 0.2239], [0.1000, -0.0435, 0.0547], [-0.0079, -0.1912, -0.0648], [-0.0214, 0.0794, 0.2201], [0.0062, -0.0091, 0.0044], [-0.0736, -0.0775, 0.0437], [-0.0286, -0.1297, 0.0657], [-0.0461, 0.0438, 0.1858], [1.2682, -0.0716, -1.5096], [-0.1522, 0.1190, -0.0108], [-0.1051, 0.1194, 0.2045], [0.0409, -0.1482, 0.0444], [0.1116, 0.2000, -0.0614], [0.1005, -0.0126, -0.0194], [0.1994, 0.0948, -0.0182], [-0.0994, -0.1392, -0.0310], [0.0862, -0.0670, 0.2176], [-1.1909, -1.2084, -0.2774], [0.1591, -0.1267, 0.1029], [0.0366, 0.0481, -0.0338], [0.1563, 0.0491, -0.1643], [4.0162, 2.9454, 0.8770], [-4.1117, -3.4197, 3.4058], [1.0606, 0.3906, -3.2847], [-3.2080, 2.0336, 4.6325], [-4.3139, 1.4488, -0.6324], [-1.4585, 1.4175, 1.4683], [0.0335, 1.1235, 3.3498], [2.3162, -1.5068, 0.3170], [-2.0112, -5.1725, 1.4196], [-0.5317, 5.3279, -1.7280], [2.4598, 2.1499, -2.5027], [0.1959, -2.6265, -2.2907], [-0.1095, 0.0576, 0.0160], [-1.7967, -2.6605, -2.7638], [2.3143, -0.0627, 1.0938], [-0.8692, 0.4410, -1.5143], [-0.2312, 0.6516, 1.7232], [0.0564, 0.4352, -0.0735], [1.7209, -1.0358, -2.6043], [-0.0990, -0.1570, -0.1565], [-0.2852, -0.3705, 0.1239], [-0.3578, 0.2431, -1.4671], [-0.0056, -0.1497, -0.0918], [-1.7678, 0.3209, -0.6357], [0.1997, -1.2175, 1.1427], [-0.0014, -0.1291, -0.1139], [-0.9609, 0.4574, 0.9970], [-0.4234, -1.4463, -0.1591], [0.0191, 0.6756, 0.0877], [1.2504, 0.9197, -0.8919], [-1.8556, 3.9992, 2.6470], [-0.0472, -0.3168, 0.0616], [-0.4709, 0.3051, 1.4905], [0.8277, -4.3146, 0.8536], [-0.7974, 1.1199, 0.5135], [0.5668, 2.4356, 1.3323], [-1.0765, 1.1276, 0.3369], [0.2676, 0.4351, 1.0950], [-1.0653, -1.7207, -0.5583], [-0.2455, -0.6188, -1.0021], [-0.6279, 0.3095, -0.0747], [0.0740, 0.0183, -0.0309], [0.0357, -0.0032, -0.0551], [0.5616, 0.7175, 0.5820], [3.6958, -1.7788, -1.5127], [1.0128, -0.4271, -1.4287], [0.0533, 0.0098, -0.0397], [0.5466, -1.2678, -0.9649], [0.1674, -0.6643, 1.9170], [-0.2759, -0.4243, -2.0099], [0.0387, 0.1652, -0.1929], [-0.6285, 1.4421, -1.3312], [2.0584, 0.1517, -0.4188], [-1.1110, -1.3435, -1.5150], [1.0307, -0.3146, 1.5546], [0.3105, -2.0869, 0.3479], [-0.1179, 0.2325, -0.0178], [-0.0571, 0.1756, -0.1750], [-1.2509, 1.5073, -0.6448], [0.1071, 0.6782, 1.5799], [0.9986, -1.5971, 0.4218], [-0.6516, 1.6423, 0.8309], [1.9553, -0.4774, -0.5320], [-0.6407, -1.0069, -1.0903], [1.6083, 0.6167, 0.0317], [1.3217, -1.3236, -0.8392], [0.5666, 1.1727, 1.4068], [-1.2989, -1.5805, -0.0007], [1.0447, 0.1400, 1.6247], [-0.9205, -0.8666, 1.2591], [-0.0222, -0.1798, -1.7792], [0.1090, -0.0804, 0.2224], [-0.0639, -0.0400, -0.2462], [2.0536, -0.3779, 0.2031], [0.2654, -1.6110, -1.1616], [-0.5199, -0.0780, -1.7299], [-0.1120, 0.2042, 2.0300], [-0.3118, -0.7607, -0.6307], [-0.5593, 0.4646, -2.0547], [1.4118, -0.9790, 0.5945], [0.6780, 0.4806, 1.6411], [-0.0660, -0.1077, -0.2311], [0.0370, 1.5994, -1.1027], [-0.1416, 0.0497, -0.2023], [1.4951, 1.1115, 0.0341], [0.5048, -1.6443, 0.5051], [-1.8603, 0.8578, -0.0310], [1.3053, 0.6122, 0.5899], [0.1117, -0.1291, -1.8756], [0.2028, 0.0565, -0.1471], [0.8837, -0.1723, -0.4637], [-0.1826, 0.1654, 0.0252], [0.0140, 1.6751, 0.8924], [-1.0522, 0.7547, 1.6668], [-0.8353, 0.6940, -1.6032], [-0.4495, 1.1534, -1.2368], [-1.7932, -0.2236, -0.1596]],
  "mulliken_charge": [-0.068, -0.124, -0.101, -0.110, -0.136, -0.066, -0.123, -0.119, -0.109, -0.073, -0.122, -0.132, -0.098, -0.124, -0.135, -0.055, -0.108, -0.007, -0.135, -0.086, -0.129, -0.123, -0.082, -0.115, -0.104, -0.111, -0.140, -0.121, -0.158, -0.134, 1.051, 0.754, -0.278, -0.503, -0.442, -0.388, -0.180, -0.346, -0.463, -0.376, -0.660, 0.278, 0.027, 0.020, -0.124, -0.572, -0.669, 0.062, 0.031, 0.232, -0.560, -0.849, 0.209, 0.447, -0.563, 0.281, 0.387, -0.255, -1.143, 0.368, 0.557, 0.240, -0.680, -0.532, 0.145, -1.008, -0.508, -0.434, -0.419, -0.476, -1.658, -0.073, 0.394, -0.337, 0.573, -0.283, -0.023, 0.287, 0.459, 0.341, 0.299, 0.350, 0.492, 0.549, 0.275, 0.371, 0.129, 0.288, 0.226, 0.352, 0.212, 0.308, 0.263, 0.079, 0.317, 0.266, 0.318, 0.648, 0.351, 0.252, 0.446, 0.152, 0.383, 0.350, 0.222, 0.181, 0.323, 0.314, 0.110, 0.246, 0.249, 0.216, 0.356, -0.029, 0.094, 0.049, 0.309, 0.065, 0.180, 0.066, 0.037, 0.112, 0.427, 0.047, 0.216, 0.435, 0.009],
  "gap_ev": 4.5461,
  "e_tot_ha": -18778.50222,
  "charge": 1
}